Record 1
Density functional theory data (the ωB97M-V functional and the def2-TZVPD basis) for a 13-piece molecular cluster, C63H121Cl19N6O6 overall.

Values from the calculation:
Total charge: 0
Gap between HOMO and LUMO (alpha / beta) (eV): 8.73 / 9.08
Spin multiplicity: 7

Geometry (Å):
C 9.67441 -2.90753 2.47281
C 9.94085 -1.57326 3.09370
C 9.63243 -1.67256 4.60207
C 10.04351 -0.55927 5.46817
C 11.52268 -0.47646 5.37481
C 12.05530 -0.21581 3.90874
N 11.36300 -1.15290 2.89666
O 11.95016 -1.00327 1.56198
C 11.77524 1.28309 3.55393
C 13.56915 -0.54923 4.03500
C 8.95778 -0.52444 2.39152
H 10.35299 -3.59400 2.97916
H 9.94633 -2.97602 1.41950
H 8.64649 -3.12449 2.76334
H 8.54558 -1.61444 4.66106
H 9.95376 -2.58864 5.09770
H 9.75650 -0.72980 6.50578
H 9.43655 0.34182 5.38029
H 12.08047 -1.36205 5.67927
H 11.77363 0.38372 5.99545
H 12.26263 1.96694 4.24883
H 12.03271 1.51760 2.52106
H 10.70977 1.49055 3.65302
H 13.83921 0.01792 4.92579
H 13.85175 -1.58160 4.24104
H 14.14966 0.00395 3.29669
H 9.01009 -0.66379 1.31173
H 9.18826 0.47982 2.74709
H 7.89628 -0.76159 2.46273
C -4.70475 6.61255 -3.87785
C -5.51379 7.49643 -4.89587
C -4.99477 7.05537 -6.32214
C -5.97409 7.59323 -7.44672
C -7.45311 7.17507 -7.25855
C -8.06345 7.49731 -5.90570
N -7.03773 7.28262 -4.82845
O -7.62841 7.44987 -3.41003
C -8.61397 8.94000 -6.04761
C -9.33151 6.55919 -5.83284
C -5.14842 8.94501 -4.53375
H -3.62079 6.69862 -3.80213
H -4.93861 5.58640 -4.16141
H -5.16643 6.72002 -2.89632
H -4.01264 7.51738 -6.42239
H -4.89245 5.97070 -6.35583
H -5.47604 7.33208 -8.38045
H -5.90320 8.67971 -7.39536
H -7.53684 6.09775 -7.40168
H -8.01288 7.56042 -8.11076
H -7.83637 9.69508 -5.93227
H -9.32466 9.08650 -6.86097
H -9.10151 9.21356 -5.11189
H -9.77222 6.27115 -6.78725
H -9.08972 5.64621 -5.28869
H -10.04412 7.06556 -5.18178
H -5.44204 9.42954 -3.60256
H -5.63059 9.54127 -5.30840
H -4.07406 9.08799 -4.64955
C -9.95683 0.65720 0.29682
C -10.69467 -0.60624 -0.04159
C -11.97590 -0.08704 -0.75175
C -11.67196 0.38767 -2.22325
C -10.87162 -0.70722 -3.00322
C -9.55439 -1.15214 -2.36071
N -9.89785 -1.51945 -0.95957
O -8.87861 -2.22504 -0.27837
C -9.22879 -2.41869 -3.08065
C -8.45589 -0.07866 -2.54685
C -11.19024 -1.22002 1.27901
H -8.90972 0.50368 0.55776
H -10.41819 1.23462 1.09797
H -9.93365 1.36203 -0.53431
H -12.72820 -0.87010 -0.84640
H -12.31515 0.80244 -0.22086
H -11.16938 1.34630 -2.35186
H -12.61019 0.49787 -2.76702
H -10.66135 -0.17192 -3.92914
H -11.54208 -1.45824 -3.42103
H -8.23766 -2.76410 -2.78662
H -9.96323 -3.20451 -2.90409
H -9.23163 -2.05392 -4.10780
H -7.57462 -0.63130 -2.22122
H -8.25965 0.18745 -3.58549
H -8.58301 0.79883 -1.91285
H -11.46625 -2.25156 1.06031
H -12.01829 -0.65195 1.70295
H -10.32383 -1.27312 1.93826
C 5.63554 4.88269 -4.42071
C 6.66564 3.73355 -4.38306
C 6.04836 2.40213 -4.84879
C 5.76942 2.36277 -6.36657
C 7.00638 2.64693 -7.17622
C 7.77657 3.91312 -6.72384
N 7.89343 3.92235 -5.22130
O 8.87191 4.91169 -4.76169
C 9.19131 3.66770 -7.33008
C 7.20973 5.14837 -7.46354
C 6.96835 3.54683 -2.77575
H 4.87209 4.73956 -5.18541
H 6.09894 5.86881 -4.39030
H 4.94469 4.90548 -3.57791
H 6.67062 1.58384 -4.48645
H 5.09505 2.20967 -4.35660
H 5.09580 3.20081 -6.54549
H 5.28108 1.44577 -6.69632
H 6.53712 2.93127 -8.11806
H 7.60076 1.74239 -7.30508
H 9.56724 2.72787 -6.92573
H 9.18826 3.60360 -8.41818
H 9.84276 4.52099 -7.14136
H 6.17812 5.41057 -7.22872
H 7.72936 6.07735 -7.22884
H 7.18893 5.01726 -8.54543
H 7.71556 2.77149 -2.60655
H 6.16324 3.16565 -2.14758
H 7.51624 4.33138 -2.25384
C -0.39728 0.38186 2.85812
C 0.19962 -0.59029 1.79137
C -0.92535 -1.68607 1.41257
C -2.14594 -1.06739 0.65335
C -1.57193 -0.38532 -0.67895
C -0.42736 0.70816 -0.37028
N 0.59123 0.21208 0.57815
O 1.67357 1.20735 0.65547
C 0.11573 0.83474 -1.85565
C -1.21853 1.97293 -0.06623
C 1.41690 -1.37918 2.32329
H -1.32938 0.90888 2.65430
H 0.25817 1.21361 3.11633
H -0.56715 -0.08030 3.83057
H -0.54685 -2.56868 0.89697
H -1.49433 -1.97940 2.29479
H -2.49717 -0.27603 1.31552
H -2.87352 -1.84617 0.42478
H -2.36568 0.11971 -1.22940
H -1.19292 -1.22659 -1.25922
H 0.85995 0.05733 -2.02848
H -0.56796 0.68505 -2.69128
H 0.88282 1.56783 -2.10517
H -1.70437 2.36677 -0.95895
H -1.96663 1.81484 0.71059
H -0.69681 2.83632 0.34663
H 1.35705 -1.62714 3.38302
H 2.28216 -0.71776 2.36741
H 1.87311 -2.17110 1.72928
C -0.36282 -8.40703 10.04372
C 0.27362 -8.02234 8.77013
C 1.44576 -9.03802 8.65367
C 2.18248 -9.09487 7.34643
C 1.21147 -9.14396 6.14423
C 0.06434 -8.08780 6.21435
N -0.63482 -8.18972 7.55391
O -1.90045 -7.43449 7.66300
C 0.59470 -6.64498 5.89233
C -1.04566 -8.47467 5.12947
C 0.83719 -6.58855 9.03278
H -0.51161 -9.48441 9.97152
H -1.31648 -7.90035 10.19174
H 0.25414 -8.03034 10.85954
H 2.22989 -8.65877 9.30896
H 1.16614 -10.06797 8.87529
H 2.76573 -10.00954 7.24015
H 2.81437 -8.21377 7.23467
H 0.79149 -10.14868 6.09660
H 1.98687 -9.14329 5.37817
H 0.53209 -6.56068 4.80739
H -0.18965 -5.96340 6.22150
H 1.63725 -6.44699 6.14127
H -1.48739 -9.45841 5.28833
H -1.84629 -7.76544 4.91955
H -0.70257 -8.41875 4.09639
H 1.43663 -6.62201 9.94253
H 0.03950 -5.87685 9.24556
H 1.57396 -6.12599 8.37604
Cl 3.29543 -3.75209 -3.37024
C 4.07439 -5.32080 -3.04657
C 3.05533 -6.44646 -3.23872
Cl 1.86310 -6.53172 -2.00665
H 4.41478 -5.34046 -2.01127
H 4.99550 -5.43101 -3.61885
H 3.51133 -7.43644 -3.22771
H 2.65151 -6.40095 -4.25013
Cl -0.48836 1.68902 8.68334
C 0.41554 0.99192 10.07647
C 0.95821 -0.44213 9.76493
Cl 2.39772 -0.10351 8.73408
H -0.18672 1.10932 10.97736
H 1.26707 1.61975 10.33881
H 0.12752 -0.88508 9.21552
H 1.22589 -0.97674 10.67633
C -3.20974 5.16832 4.18749
Cl -3.30579 5.78289 5.83595
Cl -3.33185 6.42171 2.95392
Cl -4.38869 3.84683 3.90779
H -2.21061 4.73812 4.11830
C -7.33701 -7.23042 1.64204
Cl -7.32125 -8.88849 2.29202
Cl -7.92393 -7.16122 -0.05585
Cl -5.64915 -6.59784 1.43996
H -7.93652 -6.55510 2.25249
C 4.43336 5.56954 2.32377
Cl 5.52797 4.36432 3.01624
Cl 5.35269 7.09937 2.33639
Cl 3.02707 5.63220 3.31419
H 4.20652 5.31909 1.28747
C -2.89246 -6.62525 -5.78422
Cl -1.34155 -6.62078 -6.80281
Cl -4.33728 -6.71718 -6.74339
Cl -3.11253 -5.25773 -4.56589
H -2.74551 -7.54053 -5.21084
C -2.66018 1.16110 -8.82075
Cl -1.52090 2.45791 -8.32019
Cl -4.03249 1.88134 -9.65671
Cl -3.09486 0.08244 -7.46395
H -2.21321 0.57820 -9.62608


Record 2
Density functional theory data (the ωB97M-V functional and the def2-TZVPD basis) for a 14-piece molecular cluster, C63H147N7O14 overall.

Values from the calculation:
Total charge: 0
Gap between HOMO and LUMO (eV): 8.50
ΔE to the lowest compared entry with this formula, charge and spin (kcal/mol): 0.0
Spin multiplicity: 1

Geometry (Å):
C 18.43655 24.43731 22.73804
C 17.61872 23.08778 22.80533
C 17.58112 22.49268 24.19160
C 16.65242 23.31173 25.13126
C 15.24297 23.38588 24.57349
C 15.23772 23.98711 23.17403
N 16.21074 23.28448 22.30205
O 16.38081 24.06530 21.13253
C 13.93313 23.82731 22.49295
C 15.50831 25.55013 23.27477
C 18.26252 22.16279 21.79488
H 17.89934 25.10864 23.36656
H 18.47427 24.82110 21.69091
H 19.45188 24.28717 23.08997
H 17.32375 21.41261 24.11667
H 18.65351 22.56979 24.55413
H 17.05050 24.29196 25.33947
H 16.53443 22.83215 26.14818
H 14.69158 23.99500 25.28393
H 14.85629 22.34732 24.57496
H 13.85654 22.79249 22.19391
H 13.03481 24.03765 23.10219
H 13.88112 24.45719 21.62102
H 16.04099 25.64330 24.20895
H 16.08281 25.86902 22.40178
H 14.54227 26.03224 23.43822
H 17.65346 21.22020 21.70103
H 19.27939 21.97520 22.10175
H 18.22641 22.55063 20.75030
H 16.12303 23.44572 20.46730
C 14.49623 13.92058 20.98436
C 14.21664 12.75870 19.93864
C 14.99910 11.53138 20.37201
C 14.35627 10.88508 21.60249
C 12.83736 10.62524 21.41057
C 12.04668 11.86078 20.89623
N 12.80509 12.40104 19.75256
O 12.14554 13.61054 19.41941
C 10.66109 11.42570 20.33246
C 11.77373 12.75829 22.12144
C 14.67076 13.16900 18.56801
H 14.37646 13.64132 22.02549
H 13.77575 14.70671 20.75192
H 15.46563 14.34472 20.78446
H 15.02928 10.83340 19.55415
H 16.04171 11.78055 20.72922
H 14.53954 11.46148 22.52927
H 14.74320 9.88875 21.76842
H 12.36415 10.34247 22.36043
H 12.66454 9.82985 20.68986
H 10.90619 10.73910 19.53433
H 10.12966 10.80694 21.08880
H 10.05815 12.25622 19.90587
H 10.81025 12.42135 22.64311
H 12.59922 12.71048 22.85953
H 11.62040 13.83390 21.83514
H 14.58640 12.31392 17.90567
H 15.73242 13.54875 18.73399
H 14.06384 14.03154 18.22022
H 11.95336 13.60887 18.48258
C 20.88355 23.60936 16.45039
C 19.90075 23.07019 15.29654
C 18.55347 23.07188 16.10991
C 17.95066 24.40089 16.35738
C 17.97273 25.23382 15.05993
C 19.27444 25.29658 14.27773
N 19.79382 23.89479 14.10713
O 21.19084 24.08395 13.73439
C 18.97779 25.90708 12.82903
C 20.18587 26.34945 15.01067
C 20.20758 21.64715 14.88009
H 20.36538 24.36799 17.01206
H 21.86913 23.99249 16.15051
H 21.10171 22.76174 17.13712
H 17.80564 22.43098 15.57479
H 18.71133 22.55255 17.06272
H 18.25116 24.99909 17.19956
H 16.93147 24.14498 16.65175
H 17.60941 26.21775 15.17212
H 17.26872 24.68577 14.43636
H 18.61904 26.92176 12.94333
H 19.90622 25.84157 12.26704
H 18.18363 25.33581 12.34030
H 19.98375 27.35645 14.56844
H 20.02081 26.36146 16.08215
H 21.26359 26.12167 14.85268
H 19.57118 21.33582 14.07686
H 20.24077 20.94438 15.75484
H 21.24723 21.70079 14.48253
H 21.23071 23.45209 12.99983
C 15.02766 21.53603 14.06604
C 15.84535 20.82962 12.96449
C 14.83553 20.03953 12.12542
C 13.94744 20.98134 11.26057
C 14.83413 21.76775 10.40153
C 15.84338 22.60442 11.16084
N 16.64299 21.74654 12.08837
O 17.45521 22.63175 12.87431
C 16.82754 23.14993 10.14593
C 15.15417 23.81719 11.86571
C 16.80623 19.79795 13.59593
H 14.77089 20.90033 14.92590
H 14.17487 22.02723 13.71282
H 15.65677 22.34997 14.45418
H 15.42273 19.35967 11.43233
H 14.28069 19.40082 12.80053
H 13.27694 21.54578 11.89838
H 13.32546 20.45510 10.54139
H 14.32256 22.44914 9.74194
H 15.39686 21.07736 9.74848
H 17.30128 24.03547 10.58883
H 17.67364 22.50720 9.87546
H 16.28255 23.39892 9.22604
H 14.25846 23.47676 12.37457
H 15.89932 24.28764 12.50577
H 14.88646 24.51306 11.05164
H 16.22365 18.96402 13.93113
H 17.28924 20.34514 14.41591
H 17.45516 19.42379 12.80848
H 18.32720 22.42097 12.50683
C 12.14192 15.69461 24.04430
C 11.95438 17.19450 23.98089
C 10.95575 17.65303 25.03543
C 11.16153 19.11143 25.48165
C 12.64971 19.41650 25.78366
C 13.50409 19.18673 24.57288
N 13.31098 17.75597 24.18310
O 14.21301 17.49631 23.12438
C 13.16497 20.16260 23.43659
C 15.01465 19.38011 24.98686
C 11.28893 17.38910 22.54661
H 12.86379 15.44994 23.27935
H 11.19360 15.13607 23.86391
H 12.58619 15.40808 24.99921
H 10.00834 17.64061 24.53962
H 10.83970 16.90960 25.84134
H 10.61743 19.36361 26.37599
H 10.84271 19.74147 24.65815
H 12.91208 18.84991 26.66400
H 12.60866 20.50231 26.07640
H 12.28646 19.84830 22.91798
H 13.04111 21.18023 23.75616
H 14.03946 20.24880 22.79792
H 15.04631 20.10820 25.83122
H 15.34147 18.39144 25.37875
H 15.67070 19.62495 24.19728
H 11.98628 17.34667 21.69749
H 10.67592 18.25621 22.41591
H 10.56643 16.56024 22.51622
H 14.04261 18.10729 22.36785
C 8.28764 19.92736 21.75986
C 8.91921 20.70941 20.67723
C 7.84913 20.98912 19.61623
C 8.43134 21.96486 18.57133
C 8.82462 23.22591 19.28822
C 9.91390 22.96412 20.33098
N 9.38798 22.01473 21.27863
O 10.43722 21.68482 22.16670
C 11.19437 22.59190 19.63700
C 10.18945 24.21549 21.09240
C 10.05060 19.84080 19.98923
H 7.94075 18.99358 21.35553
H 7.40213 20.29725 22.28600
H 9.08663 19.70095 22.47428
H 7.34198 20.10003 19.23575
H 7.10219 21.59028 20.13468
H 7.61594 22.16716 17.89875
H 9.25141 21.59717 17.92099
H 7.93204 23.64074 19.82296
H 9.12878 24.07128 18.64130
H 11.57936 23.46639 19.07647
H 11.93316 22.20109 20.38901
H 11.11554 21.73555 18.91708
H 10.82001 23.97595 21.94370
H 10.68024 24.98968 20.47362
H 9.27831 24.47865 21.63086
H 9.88231 18.78745 20.12452
H 11.02115 20.02005 20.39628
H 10.05407 19.95652 18.90496
H 10.05806 21.76900 23.03515
C 16.17099 16.84632 20.05112
C 16.28735 18.33296 19.60609
C 17.34897 18.32033 18.48035
C 17.34031 19.66712 17.78538
C 15.89769 20.04156 17.22579
C 14.88403 20.10986 18.39506
N 14.94395 18.70007 19.03881
O 14.06552 18.61430 20.15430
C 15.21012 21.31023 19.35196
C 13.48334 20.33243 17.83882
C 16.81872 19.15413 20.82310
H 15.65934 16.72790 21.02243
H 17.16558 16.39495 20.11722
H 15.66236 16.24392 19.30931
H 18.40082 18.21893 18.91728
H 17.18734 17.53904 17.76414
H 18.08621 19.59953 16.97396
H 17.79444 20.45808 18.39055
H 15.42371 19.30339 16.58653
H 15.96342 21.02136 16.76172
H 14.64444 22.19328 19.02376
H 15.00524 21.14718 20.39769
H 16.24048 21.59787 19.12993
H 13.45761 21.30766 17.39604
H 13.21625 19.63689 17.00091
H 12.73621 20.24298 18.62246
H 16.11553 19.31102 21.62262
H 17.16521 20.07428 20.45110
H 17.64975 18.51772 21.23086
H 13.33935 18.03973 19.85414
O 20.93506 16.86512 18.83053
H 21.42859 17.30226 18.14098
H 20.23215 16.38829 18.36620
O 11.95584 16.54434 19.13085
H 11.49131 16.95602 18.40792
H 11.67208 15.64798 19.34318
O 16.67509 16.41701 23.83060
H 15.85480 16.73206 23.41360
H 16.38178 15.58736 24.23651
O 13.85852 17.18178 14.14077
H 13.79001 17.40574 15.10713
H 14.72227 16.77792 14.13540
O 14.24729 16.97321 16.94933
H 14.39288 17.52473 17.76057
H 13.65327 16.29026 17.30799
O 16.47517 16.26489 15.22553
H 16.83662 15.36763 15.39602
H 15.79666 16.42487 15.94595
O 18.96537 16.52834 16.32702
H 18.19288 16.93868 15.86863
H 19.35867 16.12463 15.54596